{
  "formula": "C14H32BFOP",
  "method": "wB97M-V/def2-TZVPD",
  "e_tot_ev": -29769.59101,
  "homo_ev": -4.84,
  "multiplicity": 1,
  "total_charge": -1,
  "species": ["C", "C", "B", "F", "P", "O", "H", "H", "H", "H", "C", "C", "C", "C", "C", "C", "H", "H", "H", "H", "H", "H", "H", "H", "H", "H", "H", "H", "H", "H", "C", "C", "C", "C", "C", "C", "H", "H", "H", "H", "H", "H", "H", "H", "H", "H", "H", "H", "H", "H"],
  "xyz": [[1.9960, -0.0288, -0.5764], [0.9341, -0.6102, -0.5581], [-0.4876, -1.3429, -0.5241], [-0.7389, -2.0180, -1.7550], [-1.8273, 0.0865, -0.3094], [-3.2631, -0.2163, -0.6392], [2.8395, 0.6144, -0.6733], [-0.5619, -2.0917, 0.4343], [-1.6925, 0.6245, 1.0046], [-1.3573, 1.1999, -1.0683], [-3.2903, 5.9724, 3.8300], [-3.3287, 4.4588, 3.6412], [-2.6719, 3.9872, 2.3450], [-3.3191, 4.5196, 1.0656], [-4.8061, 4.1979, 0.9178], [-5.0940, 2.7001, 0.8845], [-3.8385, 6.4896, 3.0410], [-3.7368, 6.2605, 4.7838], [-2.2609, 6.3386, 3.8179], [-4.3655, 4.1132, 3.6813], [-2.8185, 3.9815, 4.4825], [-2.6709, 2.8949, 2.3234], [-1.6186, 4.2863, 2.3519], [-2.7816, 4.0974, 0.2114], [-3.1793, 5.6039, 1.0053], [-5.1651, 4.6528, -0.0100], [-5.3759, 4.6691, 1.7258], [-4.5461, 2.2118, 0.0761], [-6.1576, 2.5086, 0.7322], [-4.8044, 2.2129, 1.8167], [1.8275, -3.5423, -2.7588], [2.7575, -4.7487, -2.6755], [3.3716, -4.9273, -1.2871], [4.2107, -3.7421, -0.8049], [5.3678, -3.3596, -1.7256], [6.3983, -4.4704, -1.9080], [2.3551, -2.6084, -2.5622], [1.3780, -3.4615, -3.7499], [1.0149, -3.6133, -2.0377], [3.5496, -4.6630, -3.4277], [2.2009, -5.6569, -2.9268], [3.9749, -5.8418, -1.2722], [2.5642, -5.0854, -0.5657], [4.6113, -3.9793, 0.1872], [3.5637, -2.8723, -0.6686], [5.8638, -2.4775, -1.3108], [4.9808, -3.0571, -2.7022], [6.8166, -4.7739, -0.9451], [7.2236, -4.1406, -2.5425], [5.9579, -5.3531, -2.3747]],
  "forces_ev_per_a": [[-0.16, 0.28, -0.13], [-0.04, -0.08, 0.15], [0.47, -0.10, -0.04], [-0.11, 0.04, 0.01], [-0.29, -0.22, -0.34], [-0.13, 0.11, 0.13], [0.07, -0.19, 0.09], [-0.08, 0.04, 0.03], [0.19, 0.09, -0.02], [0.06, 0.09, 0.16], [-0.04, -0.04, 0.03], [0.03, 0.03, 0.01], [0.00, -0.03, 0.00], [0.01, 0.05, -0.01], [0.01, -0.07, -0.01], [0.00, 0.07, -0.04], [0.01, 0.00, -0.01], [0.01, 0.02, 0.00], [0.00, 0.01, -0.02], [0.00, -0.01, -0.01], [-0.01, -0.01, 0.00], [0.00, 0.00, -0.02], [0.00, 0.00, 0.01], [-0.01, -0.01, 0.00], [0.01, 0.00, 0.01], [-0.01, 0.01, 0.01], [0.02, 0.03, 0.00], [0.00, -0.09, 0.05], [0.00, -0.01, -0.01], [0.01, -0.02, -0.01], [0.09, -0.12, -0.11], [-0.04, 0.07, 0.04], [0.03, -0.05, 0.00], [-0.03, 0.03, 0.02], [0.04, -0.03, 0.04], [-0.01, 0.06, -0.05], [-0.04, 0.02, 0.02], [-0.03, 0.01, 0.01], [-0.01, 0.06, 0.01], [0.02, -0.02, 0.02], [0.01, 0.00, -0.01], [0.01, 0.01, 0.01], [-0.01, 0.00, -0.01], [0.02, 0.00, -0.01], [-0.01, -0.01, 0.00], [0.00, 0.01, -0.02], [-0.02, 0.01, 0.00], [-0.01, -0.02, 0.00], [0.01, -0.02, 0.01], [0.00, -0.01, 0.01]]
}



{
  "formula": "C29H40ClF4N2O12",
  "method": "wB97M-V/def2-TZVPD",
  "e_tot_ev": -81657.55498,
  "homo_ev": -10.71,
  "multiplicity": 1,
  "relative_energy_ev": 0.000,
  "total_charge": 1,
  "species": ["C", "C", "C", "Cl", "C", "C", "C", "N", "C", "C", "C", "C", "C", "C", "C", "C", "C", "C", "N", "C", "H", "H", "H", "H", "H", "H", "H", "H", "H", "H", "H", "H", "H", "H", "H", "H", "H", "H", "H", "H", "H", "H", "H", "H", "H", "H", "H", "H", "C", "C", "O", "C", "O", "O", "F", "H", "H", "H", "C", "C", "O", "C", "O", "O", "F", "H", "H", "H", "C", "C", "O", "C", "O", "O", "F", "H", "H", "H", "C", "C", "O", "C", "O", "O", "F", "H", "H", "H"],
  "xyz": [[-2.6767, 3.8757, -0.7125], [-1.4909, 3.2810, -1.5206], [-0.1179, 3.7869, -0.9578], [0.6774, 4.8275, -2.2089], [0.7477, 2.6033, -0.6067], [0.5927, 1.9366, 0.5881], [1.4438, 0.8739, 0.8614], [2.3473, 0.5480, -0.0359], [3.2563, -0.5832, 0.3203], [2.6852, -1.9593, -0.0904], [3.7858, -2.7919, -0.8034], [3.8186, -2.4676, -2.3262], [3.6912, -4.2995, -0.4477], [2.8252, -5.1504, -1.3936], [1.4720, -4.5408, -1.7169], [0.4477, -4.4187, -0.8775], [0.4252, -4.9199, 0.5568], [-0.8445, -3.7553, -1.3860], [2.5339, 1.1010, -1.2053], [1.7485, 2.1102, -1.4763], [-2.9855, 3.1435, 0.0399], [-2.4069, 4.8251, -0.2410], [-3.5090, 4.0193, -1.4175], [-1.5137, 3.5196, -2.5839], [-1.5134, 2.1927, -1.3910], [-0.2234, 4.4380, -0.0876], [-0.1741, 2.2338, 1.2977], [1.3787, 0.3330, 1.8006], [3.4646, -0.5181, 1.3911], [4.1974, -0.3871, -0.1989], [1.7608, -1.8990, -0.6734], [2.4437, -2.5009, 0.8343], [4.7451, -2.4396, -0.3950], [4.6691, -1.8108, -2.5544], [2.9325, -1.8705, -2.5754], [3.9116, -3.3408, -2.9730], [3.3131, -4.3689, 0.5812], [4.7162, -4.6843, -0.3888], [3.3763, -5.3471, -2.3187], [2.6589, -6.1158, -0.8931], [1.3294, -4.1869, -2.7419], [0.7101, -4.0896, 1.2145], [1.0604, -5.8015, 0.6886], [-0.5999, -5.2308, 0.7888], [-0.5636, -2.8967, -2.0085], [-1.3112, -4.4641, -2.0817], [-1.5100, -3.4755, -0.5682], [1.8767, 2.6327, -2.4203], [-6.9092, 5.9766, -2.5290], [-7.9815, 5.0498, -3.0396], [-7.2317, 3.9425, -3.5144], [-6.0978, 3.8917, -2.7661], [-5.3743, 2.9508, -2.7101], [-5.9042, 5.0511, -2.0880], [-8.6606, 5.5960, -4.0725], [-6.5002, 6.6115, -3.3146], [-7.2497, 6.6058, -1.7124], [-8.6887, 4.7114, -2.2797], [-5.2371, 9.6838, 0.3991], [-6.3880, 10.6425, 0.5707], [-6.8983, 10.7498, -0.7466], [-6.6221, 9.5711, -1.3694], [-7.1258, 9.2102, -2.3795], [-5.6959, 8.8565, -0.6746], [-5.9632, 11.8594, 0.9801], [-4.3189, 10.1918, 0.1007], [-5.0418, 9.0946, 1.2920], [-7.1760, 10.2894, 1.2388], [1.8005, -1.7638, 5.2389], [1.5791, -3.2484, 5.0860], [0.3589, -3.3046, 4.3575], [0.3004, -2.1754, 3.6101], [-0.4318, -2.0036, 2.6914], [1.2028, -1.2525, 4.0388], [1.4064, -3.8485, 6.2822], [1.2827, -1.3526, 6.1061], [2.8534, -1.4989, 5.2986], [2.3603, -3.7686, 4.5272], [6.0476, -8.1473, 0.7511], [6.0729, -8.6034, 2.1871], [6.0241, -7.3776, 2.8997], [5.3555, -6.4954, 2.1096], [4.9020, -5.4648, 2.4877], [5.2662, -6.9493, 0.8323], [7.2267, -9.2413, 2.4856], [7.0430, -7.9071, 0.3748], [5.5848, -8.8725, 0.0862], [5.2267, -9.2281, 2.4792]],
  "forces_ev_per_a": [[0.08, -0.38, -0.95], [0.20, 0.27, 1.12], [0.00, -0.25, -0.81], [-0.04, -0.06, 0.39], [0.50, 0.10, -0.02], [-0.29, 0.13, 0.01], [-1.07, 0.94, 0.11], [1.04, -1.49, 1.15], [0.15, -0.04, -0.70], [0.64, -0.38, 0.61], [-0.13, -0.04, -0.29], [0.24, 0.69, 0.45], [0.06, 0.49, -0.05], [-0.23, -0.07, 0.37], [0.39, -0.12, -0.03], [-0.57, 0.11, -0.01], [-0.21, 0.02, -0.80], [1.04, -0.47, -0.32], [-0.17, 0.21, -0.10], [-0.63, 0.83, -0.29], [-0.06, 0.34, 0.03], [-0.16, -0.11, -0.11], [0.13, 0.03, 0.55], [-0.17, -0.07, 0.16], [-0.06, 0.15, -0.36], [-0.12, -0.23, -0.07], [0.18, -0.10, 0.01], [0.23, -0.17, -0.24], [-0.21, 0.04, -0.15], [-0.24, 0.09, -0.05], [0.22, 0.15, -0.01], [-0.20, 0.23, -0.16], [-0.20, -0.19, 0.10], [-0.10, -0.20, 0.00], [0.05, -0.43, -0.30], [-0.18, 0.09, 0.13], [0.03, -0.10, -0.22], [-0.26, -0.16, -0.20], [-0.14, -0.05, 0.13], [0.18, 0.07, -0.22], [0.08, 0.05, 0.23], [-0.07, -0.35, 0.18], [0.15, 0.33, 0.14], [0.19, 0.17, 0.18], [-0.29, 0.06, 0.29], [-0.35, 0.16, 0.37], [-0.02, 0.02, -0.24], [0.28, -0.39, 0.05], [0.06, 0.36, 0.30], [-0.04, 0.20, -0.49], [0.08, 0.02, 0.55], [0.18, -0.20, -0.13], [0.08, 0.12, 0.00], [-0.24, -0.23, -0.19], [-0.04, -0.10, 0.02], [-0.15, -0.05, -0.09], [0.17, -0.10, 0.11], [-0.09, 0.00, -0.10], [0.29, -0.32, 0.25], [0.21, 0.46, -0.08], [-0.02, -0.53, 0.20], [-0.07, 0.07, -0.38], [0.08, -0.05, 0.05], [-0.20, 0.24, 0.06], [-0.09, -0.01, 0.01], [-0.12, 0.18, 0.00], [-0.09, -0.17, -0.13], [0.00, 0.13, 0.05], [0.37, 0.30, 0.12], [-0.19, -0.16, 0.44], [0.39, 0.33, -0.32], [-0.40, -0.06, -0.15], [0.09, 0.13, -0.03], [0.06, -0.21, 0.00], [-0.02, -0.05, -0.08], [-0.09, -0.20, 0.02], [-0.04, 0.08, -0.22], [-0.02, -0.09, 0.08], [-0.12, -0.17, -0.49], [0.51, -0.05, 0.09], [-0.47, -0.04, -0.30], [-0.03, 0.33, 0.05], [0.04, -0.01, -0.02], [0.10, -0.11, 0.39], [-0.06, 0.01, 0.08], [0.07, -0.05, 0.20], [-0.18, 0.16, -0.01], [0.09, -0.06, 0.07]]
}



{
  "formula": "C11H18N2",
  "method": "wB97M-V/def2-TZVPD",
  "e_tot_ev": -14673.52054,
  "homo_ev": [-8.72, -6.03],
  "multiplicity": 1,
  "relative_energy_ev": 5.121,
  "species": ["C", "C", "C", "C", "C", "C", "C", "C", "C", "C", "C", "N", "N", "H", "H", "H", "H", "H", "H", "H", "H", "H", "H", "H", "H", "H", "H", "H", "H", "H", "H"],
  "xyz": [[0.3059, -1.3186, -0.6664], [-1.8345, 0.0588, -0.7001], [-1.2189, -1.1118, -0.7427], [-1.3151, 1.4493, -0.7747], [-0.0939, 1.3768, -1.6428], [1.3674, -0.3323, -0.4257], [-3.4298, 0.1659, -0.5929], [-2.0005, -2.3668, -0.2702], [3.1356, -1.7104, 1.0920], [1.9906, 2.0845, -0.4163], [2.7948, -0.8919, -0.1715], [0.6578, -2.5210, -0.7382], [1.1097, 0.9758, -0.7878], [-2.0500, 2.2266, -1.0798], [-0.8726, 1.8023, 0.1553], [-0.1410, 0.7095, -2.5062], [0.3951, 2.2227, -2.0770], [-3.8413, 0.6584, -1.3965], [-3.7906, 0.6303, 0.2397], [-3.8036, -0.8684, -0.5609], [-1.3542, -3.2053, -0.3423], [-2.8734, -2.3962, -0.8869], [-2.0388, -2.1962, 0.8381], [4.2783, -2.1186, 0.9202], [2.4820, -2.5395, 1.2393], [3.1499, -1.2590, 2.0658], [2.9064, 2.1118, -0.8500], [1.5205, 3.0300, -0.6879], [2.2191, 2.1323, 0.6918], [2.8142, -1.6591, -0.9847], [3.5494, -0.1688, -0.4323]],
  "forces_ev_per_a": [[-0.34, 1.14, -0.02], [-3.82, 1.47, 0.35], [0.96, -0.31, 1.59], [1.16, 0.67, -0.71], [3.25, -0.57, 0.04], [-0.47, 0.17, 0.28], [3.07, -4.09, -0.41], [1.71, 1.88, 0.48], [3.00, -0.46, -0.79], [-2.44, 0.02, 2.63], [-1.50, -0.84, -0.93], [0.56, -1.42, -0.13], [0.03, -0.10, -0.46], [0.29, -0.81, -0.07], [-0.55, -0.06, 0.52], [-0.39, -0.41, 0.35], [-0.95, 1.37, -0.28], [-0.67, 1.09, -2.16], [-0.48, 1.42, 2.63], [-0.33, 0.69, -0.10], [0.17, -0.98, -0.62], [-0.75, -0.73, 0.44], [-1.06, -0.30, -0.94], [-2.89, 0.79, 0.46], [-0.41, -0.82, -0.44], [0.04, 1.06, 0.24], [2.86, -0.44, -1.77], [-0.18, -0.10, 0.18], [-0.57, -0.23, -0.94], [0.48, 0.46, 0.40], [0.22, 0.43, 0.18]]
}



{
  "formula": "C4H5N2S",
  "method": "wB97M-V/def2-TZVPD",
  "e_tot_ev": -18031.00723,
  "homo_ev": [-13.27, -13.62],
  "multiplicity": 1,
  "relative_energy_ev": 4.345,
  "total_charge": 1,
  "species": ["C", "C", "C", "C", "N", "N", "S", "H", "H", "H", "H", "H"],
  "xyz": [[2.3729, -0.9865, 0.1018], [1.5990, 1.0823, 0.0134], [0.8154, 0.0066, -0.0163], [-1.3606, 0.0773, -0.4501], [1.1821, -1.2663, -0.1632], [-2.0294, -0.6723, 0.4518], [3.2474, 0.5136, 0.1141], [1.4327, 2.0710, 0.1869], [-1.1713, -0.1112, -1.4170], [-1.2955, 1.2079, -0.2731], [-2.3608, -0.3785, 1.3498], [-2.4320, -1.5439, 0.1018]],
  "forces_ev_per_a": [[1.62, -0.47, -0.51], [1.97, -0.91, 0.18], [-3.00, 2.34, -0.69], [-0.09, 3.18, 5.90], [0.49, -2.86, 0.34], [0.47, -0.23, -3.13], [-0.99, -0.70, 0.20], [-1.01, 2.48, 0.14], [0.18, -1.80, -3.22], [-0.19, -1.77, 0.17], [0.15, 0.57, 0.21], [0.42, 0.17, 0.42]]
}